# 1
Below is 2 unconnected molecules or ions with the total composition CHNO2S, with properties calculated with wB97M-V/def2-TZVPD.

Values from the calculation:
Spin multiplicity: 1
Gap between HOMO and LUMO (alpha / beta) in Ha: 0.2756 / 0.3162
LUMO level (alpha / beta) in Eh: -0.0618 / -0.0814

Positions of all 6 atoms, in Å:
C  -0.610  -0.137  0.324
N  0.221  -0.009  -0.758
O  1.079  0.840  -0.774
O  0.021  -0.891  -1.595
S  -2.011  0.025  0.954
H  1.299  0.172  1.850

# 2
Below is 3 unconnected molecules or ions with the total composition C20H24F9N2O7, with properties calculated with wB97M-V/def2-TZVPD.

Values from the calculation:
Spin multiplicity: 1
Net charge: +1
Gap between HOMO and LUMO in Ha: 0.3292
LUMO level in Eh: -0.1669

Positions of all 62 atoms, in Å:
C  3.854  -0.954  0.328
C  3.086  -1.767  -0.705
C  2.893  -1.023  -2.038
C  1.680  -0.093  -2.033
O  0.526  -0.573  -2.793
C  -0.335  -1.417  -2.224
C  0.090  -2.632  -1.705
N  -0.814  -3.464  -1.218
N  -2.105  -3.271  -1.224
C  -2.546  -2.157  -1.748
C  -4.078  -2.069  -1.736
F  -4.420  -0.825  -1.345
F  -4.555  -2.935  -0.849
C  -4.820  -2.338  -3.110
F  -5.060  -1.158  -3.696
F  -5.973  -2.946  -2.851
C  -4.054  -3.214  -4.131
F  -2.936  -2.579  -4.533
F  -4.801  -3.474  -5.181
F  -3.677  -4.359  -3.545
C  -1.708  -1.144  -2.263
C  -2.193  0.149  -2.849
C  -2.428  1.291  -1.832
C  -1.362  1.466  -0.747
H  4.860  -0.691  -0.012
H  3.322  -0.023  0.550
H  3.931  -1.500  1.271
H  2.102  -1.965  -0.259
H  3.561  -2.743  -0.856
H  2.830  -1.711  -2.889
H  3.770  -0.396  -2.232
H  1.341  0.095  -1.007
H  1.897  0.869  -2.495
H  1.125  -2.943  -1.675
H  -0.530  -4.349  -0.810
H  -1.433  0.469  -3.567
H  -3.115  -0.015  -3.409
H  -3.410  1.172  -1.371
H  -2.481  2.204  -2.432
H  -1.779  2.005  0.107
H  -0.506  2.047  -1.103
H  -0.993  0.513  -0.355
C  -0.242  0.234  4.825
C  -0.709  1.182  3.734
O  0.138  0.835  2.645
C  0.600  -0.427  2.839
O  1.201  -1.053  2.023
O  0.275  -0.867  4.062
F  -0.493  2.469  4.066
H  0.568  0.698  5.388
H  -1.028  -0.113  5.488
H  -1.748  1.061  3.421
C  3.369  5.386  4.109
C  3.594  4.493  2.903
O  3.430  3.197  3.443
C  2.668  3.287  4.567
O  2.201  2.362  5.142
O  2.509  4.579  4.917
F  4.838  4.608  2.389
H  4.312  5.553  4.632
H  2.887  6.331  3.885
H  2.874  4.633  2.094

# 3
Below is a single C3H6NP molecule, with properties calculated with wB97M-V/def2-TZVPD.

Values from the calculation:
SMILES: [H]/P=N/C(=C)C
Spin multiplicity: 1
Gap between HOMO and LUMO in Ha: 0.2936
LUMO level in Eh: -0.0300

Positions of all 11 atoms, in Å:
H  3.228  -1.049  -0.080
P  2.420  0.050  0.129
N  1.048  -0.609  -0.106
C  -0.090  0.125  -0.106
C  -0.193  1.465  -0.132
C  -1.300  -0.800  0.122
H  0.825  1.922  -0.220
H  -1.188  2.074  -0.024
H  -2.136  -0.287  0.716
H  -1.659  -1.110  -0.851
H  -0.956  -1.781  0.550

Number 1: molecular weight 91.1 g mol⁻¹, energy -641.82947 hartree. Number 2: molecular weight 575.4 g mol⁻¹, energy -2311.26936 hartree. Number 3: molecular weight 87.1 g mol⁻¹, energy -513.92696 hartree.